Entry from OMol25: C30H23AuGeN4O3S as an isolated structure (the ωB97M-V functional and the def2-TZVPD basis).

Summary:
E (eV): -114620.3020
Charge: +1
Gap between HOMO and LUMO (alpha / beta) (eV): 4.9 / 5.9
Spin multiplicity: 2

Geometry as XYZ:
```
63
Properties=species:S:1:pos:R:3:forces:R:3
Au -0.18861 0.56787 -0.09246 0.60 0.26 -0.41
Ge -0.68567 1.55574 2.11842 -0.45 1.79 0.52
S 2.36247 2.62410 -1.17124 -0.65 -0.36 -0.30
O -0.57220 -2.62984 -2.72125 -0.69 -0.15 -0.29
O 1.97271 -2.50174 -2.09795 0.67 -0.09 0.15
O 3.80202 2.80459 -1.05326 1.03 0.33 0.06
N 0.35138 -1.11050 -1.27914 0.36 0.22 -0.05
N 1.92812 1.16241 -0.49761 -2.59 0.60 0.39
N 2.82824 0.26592 -0.09461 1.49 -1.41 0.63
N -2.08204 0.18165 -1.20375 0.79 0.09 1.26
C -0.24315 3.96095 0.60820 0.09 -0.03 0.05
C 3.66236 -1.95486 -0.04435 -0.05 0.02 0.20
C -4.32063 -0.81894 -2.43652 0.14 0.05 0.12
C -3.11925 -1.50564 -2.50045 0.25 0.22 0.11
C -3.34288 0.45336 2.58300 0.08 0.05 -0.21
C -2.72901 5.11304 0.92815 -0.14 0.10 -0.11
C -4.20786 -0.34839 4.66804 0.02 0.02 -0.04
C -4.37450 -0.10110 3.31419 -0.16 -0.03 0.04
C 3.28293 1.88177 4.70912 0.04 -0.02 -0.01
C -3.21887 0.85817 -1.15129 -0.62 0.40 0.08
C -1.20031 3.32281 1.38902 0.21 -0.76 0.34
C 2.68813 -1.05043 -0.43970 0.74 0.03 -0.03
C 2.66323 0.65372 4.53430 0.14 -0.08 0.09
C -0.52106 5.16035 -0.01437 0.04 0.02 -0.13
C 3.88217 0.65825 0.67133 -0.10 0.23 0.11
C -1.77697 5.72974 0.13071 -0.03 0.04 0.01
C 1.52422 0.55941 3.75601 -0.11 -0.14 -0.14
C -2.45157 3.90308 1.54405 -0.03 -0.07 0.15
C 0.98366 1.69525 3.15741 -0.38 -0.42 -0.67
C -4.37112 0.39615 -1.76368 0.24 -0.06 -0.16
C -0.67191 -1.66076 -2.01286 1.06 -0.69 -0.04
C 4.74057 -1.56449 0.73106 -0.22 0.53 -0.04
C -3.01191 -0.02240 5.28771 -0.08 -0.04 0.11
C 1.62529 2.91804 3.32011 -0.21 0.16 -0.15
C -2.00122 -0.95946 -1.87641 -0.47 -0.53 -0.43
C 1.63077 -1.60812 -1.36397 -1.42 -0.24 -0.91
C -1.97790 0.53325 4.55554 0.36 0.10 -0.08
C 2.75948 3.01336 4.10497 0.12 0.06 0.00
C -2.13570 0.77803 3.19508 0.46 -0.23 -0.74
C 4.84077 -0.22367 1.09179 0.05 -0.49 -0.08
H -5.27540 0.98243 -1.73097 -0.06 0.04 0.08
H -3.19550 1.79131 -0.60434 -0.04 0.06 0.03
H 1.22747 3.80155 2.84112 -0.03 0.10 0.05
H 3.23252 3.97353 4.24320 0.07 0.08 0.01
H -3.20158 3.42149 2.15791 -0.07 0.00 0.05
H -5.20182 -1.22321 -2.90986 -0.09 -0.02 -0.04
H -3.69599 5.57436 1.06560 -0.08 0.02 -0.03
H 0.23509 5.63563 -0.62097 0.04 0.11 -0.08
H 5.48637 -2.27763 1.03964 0.08 -0.11 0.03
H -3.00664 -2.44655 -3.01849 0.04 0.01 -0.05
H 4.18057 1.95692 5.30427 0.04 0.00 0.11
H -2.01395 6.64752 -0.38598 -0.01 0.12 0.04
H 3.06682 -0.22736 5.01102 0.04 -0.08 0.02
H -2.88507 -0.21436 6.34249 0.04 0.01 0.09
H -5.00792 -0.80223 5.23352 -0.05 0.00 0.07
H 3.55806 -2.97970 -0.37040 -0.11 0.06 -0.06
H -5.30832 -0.34498 2.83177 -0.10 -0.05 -0.06
H 0.73108 3.50125 0.48714 -0.08 0.15 0.05
H 5.65883 0.13532 1.69579 0.02 0.09 0.02
H -1.03830 0.78123 5.03288 -0.01 -0.04 0.11
H -3.47043 0.62769 1.52118 -0.07 -0.02 -0.01
H 3.92206 1.70555 0.91449 -0.11 0.00 0.05
H 1.05113 -0.40390 3.60407 -0.02 -0.06 0.11
```
Positions in Å, forces in eV/Å.